Record 1
Here is an isolated molecule of C2F6N2 in a non-equilibrium geometry from the Open Molecules 2025 dataset. Energies are from ωB97M-V/def2-TZVPD.

## Properties
SMILES: FC(F)(F)/N=N/C(F)(F)F
Electronic energy (a.u.): -784.86687
HOMO (eV): -11.657

Geometry as ORCA input:
```
! wB97M-V def2-TZVPD RIJCOSX def2/J DEFGRID3
* xyz 0 1
F -0.388 -0.846 2.208
C 0.449 0.031 1.783
F 1.613 -0.258 2.413
F -0.106 1.318 2.052
N 0.592 -0.147 0.326
N -0.369 0.411 -0.349
C -0.362 -0.003 -1.787
F 0.848 0.043 -2.420
F -0.916 -1.250 -1.780
F -1.360 0.701 -2.445
*
```

Record 2
Here is C3H3CsLiO3 as an isolated structure in a non-equilibrium geometry from the Open Molecules 2025 dataset. Energies are from ωB97M-V/def2-TZVPD.

## Properties
Electronic energy (a.u.): -369.31866
Expectation value of S²: 0.762
HOMO (spin up / spin down) (eV): -5.029 / -4.997

Geometry as ORCA input:
```
! wB97M-V def2-TZVPD RIJCOSX def2/J DEFGRID3
* xyz 0 2
H -1.550 -0.900 -0.491
C 1.404 0.625 0.623
C 1.063 0.835 -0.742
O 1.582 1.881 -1.373
C 1.572 1.945 -2.829
O 1.946 0.920 -3.386
O 0.807 -0.208 1.342
H 2.204 1.259 1.049
H 0.742 -0.011 -1.360
Li 1.563 2.163 -4.854
Cs -2.014 -2.487 1.994
*
```

Record 3
Here is a 10-piece molecular cluster, C83H177N9O10 overall in a non-equilibrium geometry from the Open Molecules 2025 dataset. Energies are from ωB97M-V/def2-TZVPD.

## Properties
SMILES: CC1(C)CCCC(C)(C)N1O.CC1(C)CCCC(C)(C)N1O.CC1(C)CCCC(C)(C)N1O.CC1(C)CCCC(C)(C)N1O.CC1(C)CCCC(C)(C)N1O.CC1(C)CCCC(C)(C)N1O.CC1(C)CCCC(C)(C)N1O.CC1(C)CCCC(C)(C)N1O.CC1(C)CCCC(C)(C)N1O.CCO
Electronic energy (a.u.): -4513.43824
HOMO (eV): -8.606

Geometry as ORCA input:
```
! wB97M-V def2-TZVPD RIJCOSX def2/J DEFGRID3
* xyz 0 1
C -1.788 -2.072 -2.393
C -1.216 -1.845 -3.759
C 0.148 -1.182 -3.730
C -1.037 -3.173 -4.467
C -2.341 -3.805 -4.844
C -3.103 -2.825 -5.759
C -3.408 -1.529 -4.970
C -4.073 -0.494 -5.927
C -4.370 -1.779 -3.883
N -2.084 -0.968 -4.593
O -2.361 0.142 -3.742
H -2.330 -1.223 -1.984
H -2.424 -2.951 -2.356
H -0.998 -2.307 -1.654
H 0.110 -0.252 -3.160
H 0.933 -1.826 -3.320
H 0.505 -0.918 -4.725
H -0.464 -3.009 -5.442
H -0.469 -3.865 -3.817
H -2.197 -4.807 -5.303
H -2.987 -3.944 -4.000
H -4.064 -3.285 -6.078
H -2.521 -2.561 -6.661
H -4.903 -0.896 -6.467
H -3.286 -0.117 -6.639
H -4.485 0.377 -5.376
H -4.232 -1.067 -3.079
H -4.350 -2.810 -3.538
H -5.427 -1.619 -4.151
H -2.128 0.924 -4.244
C 5.122 -0.672 -1.976
C 4.967 0.225 -3.189
C 6.195 0.066 -4.099
C 3.703 -0.125 -3.963
C 3.172 1.062 -4.794
C 3.068 2.248 -3.875
C 4.362 2.625 -3.274
C 5.343 3.166 -4.420
C 4.298 3.673 -2.163
N 4.848 1.494 -2.513
O 6.137 1.795 -2.059
H 5.969 -0.421 -1.331
H 4.172 -0.649 -1.405
H 5.273 -1.737 -2.197
H 6.181 0.725 -4.962
H 7.174 0.174 -3.596
H 6.182 -0.955 -4.518
H 3.973 -0.954 -4.605
H 2.953 -0.428 -3.192
H 3.904 1.186 -5.645
H 2.218 0.781 -5.243
H 2.391 1.996 -3.082
H 2.641 3.069 -4.444
H 6.377 2.798 -4.387
H 5.340 4.276 -4.500
H 5.112 2.760 -5.382
H 3.624 3.319 -1.425
H 3.953 4.630 -2.577
H 5.292 3.891 -1.723
H 6.065 1.936 -1.101
C -0.177 0.046 8.396
C 0.039 0.368 6.890
C 1.308 1.227 6.768
C 0.234 -0.940 6.139
C -1.122 -1.638 5.803
C -2.098 -0.659 5.178
C -2.375 0.517 6.090
C -3.250 1.554 5.340
C -3.116 0.184 7.388
N -1.011 1.144 6.259
O -1.152 2.323 6.959
H -0.739 -0.851 8.634
H 0.773 0.001 8.904
H -0.736 0.853 8.839
H 1.377 1.697 5.799
H 1.321 1.970 7.538
H 2.225 0.668 6.929
H 0.716 -0.653 5.205
H 0.881 -1.656 6.615
H -0.841 -2.419 5.076
H -1.519 -2.072 6.695
H -3.030 -1.204 4.965
H -1.796 -0.351 4.173
H -4.244 1.119 5.076
H -2.758 1.898 4.452
H -3.360 2.517 5.831
H -2.675 -0.708 7.863
H -4.189 -0.015 7.175
H -3.048 1.013 8.066
H -0.983 3.013 6.301
C -1.604 -3.816 1.584
C -2.976 -4.404 1.780
C -3.100 -4.614 3.318
C -4.094 -3.516 1.256
C -4.183 -3.458 -0.243
C -4.312 -4.880 -0.777
C -3.262 -5.857 -0.296
C -3.663 -7.335 -0.457
C -1.943 -5.520 -1.031
N -3.105 -5.757 1.172
O -1.959 -6.496 1.615
H -1.397 -3.077 2.400
H -0.780 -4.486 1.523
H -1.515 -3.117 0.723
H -4.067 -5.091 3.578
H -2.345 -5.286 3.681
H -3.065 -3.621 3.795
H -5.023 -3.912 1.654
H -3.963 -2.465 1.600
H -4.941 -2.778 -0.634
H -3.283 -2.983 -0.627
H -4.393 -4.865 -1.901
H -5.271 -5.244 -0.403
H -2.807 -8.031 -0.411
H -4.252 -7.475 -1.363
H -4.345 -7.566 0.352
H -1.947 -5.734 -2.098
H -1.033 -5.994 -0.700
H -1.707 -4.470 -0.979
H -2.317 -7.275 2.063
C -1.493 1.397 -0.648
C -0.721 1.179 0.654
C -1.562 1.881 1.708
C -0.653 -0.366 0.904
C 0.407 -0.752 1.952
C 1.744 -0.215 1.484
C 1.747 1.243 1.390
C 1.615 1.970 2.742
C 3.068 1.769 0.710
N 0.659 1.604 0.441
O 0.728 3.024 0.236
H -0.945 1.104 -1.562
H -2.443 0.855 -0.682
H -1.677 2.461 -0.751
H -1.554 3.013 1.705
H -2.621 1.757 1.584
H -1.311 1.571 2.737
H -1.617 -0.691 1.265
H -0.423 -0.937 -0.032
H 0.217 -0.404 2.987
H 0.480 -1.827 1.977
H 2.056 -0.669 0.515
H 2.490 -0.604 2.248
H 0.726 1.624 3.289
H 1.387 3.054 2.586
H 2.499 1.906 3.403
H 3.117 1.466 -0.329
H 3.962 1.325 1.195
H 3.044 2.812 0.737
H 1.141 3.119 -0.620
C -0.944 7.141 4.034
C -1.527 5.844 3.436
C -0.983 4.744 4.331
C -3.037 5.777 3.505
C -3.661 6.877 2.674
C -3.228 6.651 1.208
C -1.696 6.415 1.037
C -1.556 5.738 -0.358
C -0.922 7.785 0.866
N -1.194 5.509 2.026
O 0.227 5.415 1.925
H 0.124 7.089 3.956
H -1.291 8.095 3.644
H -1.062 7.110 5.127
H -1.515 4.901 5.305
H -1.200 3.727 3.901
H 0.035 4.851 4.587
H -3.285 4.765 3.118
H -3.349 5.767 4.554
H -4.767 6.839 2.674
H -3.315 7.830 3.096
H -3.567 7.433 0.527
H -3.712 5.737 0.817
H -1.767 4.686 -0.280
H -0.503 5.755 -0.721
H -2.184 6.208 -1.117
H -1.252 8.131 -0.106
H 0.170 7.685 0.872
H -1.139 8.548 1.629
H 0.314 4.512 1.568
C -4.041 2.677 -3.146
C -5.302 3.039 -2.333
C -5.466 1.860 -1.358
C -5.139 4.311 -1.568
C -5.265 5.566 -2.439
C -6.638 5.503 -3.112
C -6.785 4.258 -3.972
C -8.249 4.201 -4.549
C -5.876 4.452 -5.193
N -6.546 3.062 -3.178
O -6.613 1.948 -4.038
H -3.691 3.466 -3.813
H -3.248 2.458 -2.443
H -4.130 1.852 -3.869
H -4.672 1.770 -0.613
H -6.393 1.929 -0.797
H -5.579 0.883 -1.846
H -5.886 4.251 -0.789
H -4.188 4.278 -1.001
H -5.205 6.426 -1.758
H -4.410 5.635 -3.133
H -6.680 6.390 -3.805
H -7.441 5.440 -2.364
H -8.576 5.192 -4.768
H -8.919 3.808 -3.791
H -8.246 3.633 -5.508
H -5.990 3.736 -6.042
H -4.818 4.502 -5.006
H -6.162 5.422 -5.640
H -5.932 2.136 -4.713
C 2.287 -5.230 -3.926
C 2.897 -6.260 -2.931
C 2.865 -7.590 -3.578
C 4.400 -5.958 -2.704
C 4.659 -4.733 -1.851
C 3.933 -4.951 -0.516
C 2.423 -5.163 -0.704
C 1.796 -5.607 0.596
C 1.754 -3.836 -1.224
N 2.303 -6.360 -1.618
O 0.889 -6.524 -1.889
H 1.238 -5.481 -4.194
H 2.306 -4.163 -3.717
H 2.836 -5.313 -4.875
H 3.356 -7.640 -4.554
H 3.365 -8.294 -2.907
H 1.899 -7.987 -3.931
H 4.813 -6.823 -2.236
H 4.982 -5.888 -3.606
H 5.638 -4.419 -1.744
H 4.274 -3.823 -2.326
H 3.950 -4.034 0.075
H 4.226 -5.799 0.106
H 0.702 -5.713 0.510
H 2.059 -4.936 1.409
H 2.313 -6.520 0.924
H 0.777 -3.973 -1.722
H 2.414 -3.293 -1.958
H 1.686 -3.150 -0.394
H 0.755 -7.393 -1.542
C 6.786 0.683 4.034
C 6.332 -0.775 4.001
C 6.914 -1.294 5.358
C 4.862 -0.813 3.828
C 4.447 -2.228 3.518
C 5.137 -2.829 2.291
C 6.660 -2.786 2.410
C 7.260 -3.843 3.322
C 7.314 -2.953 1.043
N 6.931 -1.388 2.814
O 8.336 -1.168 2.890
H 6.313 1.240 4.845
H 7.875 0.804 4.114
H 6.562 1.124 3.097
H 7.967 -1.560 5.298
H 6.760 -0.534 6.104
H 6.437 -2.260 5.723
H 4.361 -0.485 4.748
H 4.604 -0.119 3.051
H 4.680 -2.870 4.359
H 3.344 -2.267 3.463
H 4.852 -2.394 1.331
H 4.748 -3.833 2.168
H 7.442 -4.740 2.741
H 6.533 -4.086 4.070
H 8.227 -3.605 3.758
H 7.140 -2.206 0.279
H 7.047 -3.894 0.609
H 8.380 -3.030 1.263
H 8.455 -0.482 2.219
C -0.626 3.569 -3.396
C 0.184 4.851 -3.490
O -0.683 5.947 -3.795
H -1.149 3.344 -4.350
H -1.415 3.653 -2.605
H 0.049 2.760 -3.041
H 0.924 4.748 -4.317
H 0.646 5.062 -2.558
H -1.283 6.100 -3.066
*
```

Record 4
Here is an isolated molecule of C3H4F2N2 in a non-equilibrium geometry from the Open Molecules 2025 dataset. Energies are from ωB97M-V/def2-TZVPD.

## Properties
SMILES: C=N/N=C/C(F)F
Electronic energy (a.u.): -425.74288
HOMO (eV): -9.653

Geometry as ORCA input:
```
! wB97M-V def2-TZVPD RIJCOSX def2/J DEFGRID3
* xyz 0 1
C 0.889 -1.229 2.704
N 0.750 0.171 2.100
N 0.774 -0.107 0.755
C -0.340 0.305 0.179
C -0.459 0.620 -1.286
F 0.284 -0.336 -1.860
F -1.605 0.622 -2.034
H 0.649 -1.346 3.856
H 1.001 -2.384 2.107
H -1.179 0.904 0.608
H 0.209 1.623 -1.091
*
```